Computed, not measured: a molecular structure, C29H47Cl27O6S2 at a distorted geometry, with ωB97M-V/def2-TZVPD.

```
111
Properties=species:S:1:pos:R:3
C 8.017 -0.697 -1.314
C 7.077 -1.977 -1.395
C 5.583 -1.686 -1.846
C 4.722 -0.844 -0.814
C 5.099 0.696 -0.704
C 5.281 1.460 -2.085
C 3.949 2.152 -2.632
C 2.697 1.171 -2.734
C 1.842 1.640 -4.021
C 0.959 0.414 -4.540
C -0.614 0.617 -4.235
C -1.291 -0.714 -3.664
C -2.347 -0.469 -2.502
C -1.678 -0.524 -1.024
C -0.893 0.814 -0.684
C -1.704 1.515 0.619
C -1.707 3.191 0.581
O -2.958 2.211 0.269
C -0.853 -1.859 -0.752
O -1.689 -3.063 -0.686
S -2.710 -3.167 -2.024
O -2.012 -3.760 -3.202
O -3.847 -4.122 -1.643
C -3.519 -1.577 -2.457
C -4.419 -1.621 -3.753
S -5.762 -0.354 -3.477
O -6.677 -0.794 -2.382
O -5.172 0.990 -3.117
H 7.998 -0.346 -0.228
H 7.688 0.159 -1.973
H 9.088 -0.966 -1.535
H 7.524 -2.652 -2.202
H 7.113 -2.608 -0.446
H 5.073 -2.707 -1.927
H 5.562 -1.275 -2.908
H 4.909 -1.294 0.220
H 3.623 -0.996 -1.030
H 6.007 0.913 -0.077
H 4.222 1.201 -0.179
H 5.750 0.855 -2.912
H 6.008 2.319 -1.878
H 3.739 3.074 -1.997
H 4.198 2.532 -3.679
H 2.972 0.080 -2.781
H 2.028 1.390 -1.845
H 1.205 2.534 -3.734
H 2.532 1.922 -4.883
H 1.075 0.297 -5.667
H 1.360 -0.524 -4.061
H -1.081 0.815 -5.253
H -0.807 1.542 -3.618
H -1.807 -1.216 -4.547
H -0.444 -1.413 -3.383
H -2.739 0.582 -2.612
H -2.576 -0.564 -0.317
H 0.170 0.672 -0.343
H -1.034 1.541 -1.529
H -1.594 0.998 1.667
H -0.836 3.090 -0.192
H -2.268 3.888 -0.099
H 0.051 -1.996 -1.420
H -0.431 -1.755 0.303
H -4.190 -1.262 -1.591
H -3.908 -1.323 -4.712
H -4.870 -2.650 -3.875
H -6.463 -0.155 -4.662
C 8.062 1.235 -5.627
Cl 7.409 2.878 -5.559
Cl 9.537 1.112 -4.659
Cl 6.857 0.065 -5.074
H 8.311 1.008 -6.659
C -4.306 -3.538 2.065
Cl -6.029 -3.198 1.859
Cl -3.499 -3.607 0.493
Cl -3.553 -2.311 3.104
H -4.203 -4.505 2.550
C 5.676 5.455 -0.183
Cl 4.204 6.404 -0.432
Cl 5.456 4.315 1.154
Cl 6.136 4.623 -1.678
H 6.480 6.136 0.083
C -10.073 -1.631 2.472
Cl -10.647 -2.915 3.544
Cl -9.740 -0.155 3.384
Cl -8.621 -2.137 1.605
H -10.852 -1.418 1.745
C -6.161 1.221 3.784
Cl -5.364 0.824 5.314
Cl -7.295 2.565 4.007
Cl -4.963 1.620 2.544
H -6.720 0.348 3.454
C -11.841 -3.724 7.360
Cl -13.313 -2.765 7.163
Cl -12.030 -4.891 8.675
Cl -11.428 -4.547 5.851
H -11.027 -3.050 7.615
C 4.273 0.914 3.659
Cl 5.901 0.754 2.990
Cl 4.303 1.877 5.142
Cl 3.178 1.637 2.471
H 3.905 -0.078 3.903
C -4.882 3.340 8.331
Cl -6.449 4.143 8.501
Cl -3.598 4.528 8.075
Cl -4.536 2.345 9.752
H -4.925 2.689 7.461
C 7.170 -2.476 5.543
Cl 7.931 -2.850 7.094
Cl 6.030 -1.135 5.715
Cl 8.395 -2.097 4.324
H 6.620 -3.352 5.212
```

The LUMO energy comes out at -0.230 eV. Its charge is 0. As for the HOMO-LUMO gap: 8.66 eV.

***

Computed, not measured: a molecular structure, C29H47Cl2FHoN3O4Si at a distorted geometry, with ωB97M-V/def2-TZVPD.

```
88
Properties=species:S:1:pos:R:3
C 2.938 -2.408 -3.457
C 2.313 -1.761 -4.653
H 3.030 -3.492 -3.592
H 2.353 -2.200 -2.549
H 3.946 -1.988 -3.302
C 2.306 -2.279 -5.893
C 2.882 -3.603 -6.290
H 1.890 -1.709 -6.732
H 2.673 -4.398 -5.557
H 3.971 -3.548 -6.452
H 2.442 -3.895 -7.258
Ho -0.185 -0.248 2.931
Cl 1.842 0.156 1.377
C -0.578 2.379 1.157
O -1.134 1.541 1.938
N -1.262 3.210 0.392
C -2.700 3.042 0.183
C -0.574 4.210 -0.414
H 0.515 2.412 1.087
H -3.123 2.497 1.032
H -2.890 2.493 -0.757
H -3.134 4.046 0.088
H 0.409 4.391 0.025
H -1.155 5.136 -0.435
H -0.441 3.894 -1.456
H -3.798 1.935 6.445
H -2.125 1.816 8.651
C -3.577 0.863 6.428
C -1.977 0.778 8.334
N -2.233 0.601 6.913
H -3.662 0.495 5.408
C -1.268 0.305 6.052
O -1.484 0.065 4.828
H -0.951 0.480 8.533
H -0.244 0.266 6.443
H -4.309 0.362 7.060
H -2.649 0.151 8.932
H 0.322 -5.415 2.492
H -0.226 -3.287 0.387
C -0.775 -5.374 2.581
C -1.097 -3.932 0.563
N -1.296 -4.149 1.987
H -1.057 -5.386 3.639
C -1.574 -3.092 2.743
O -1.620 -1.912 2.287
H -1.984 -3.458 0.124
H -1.734 -3.303 3.817
H -1.211 -6.232 2.061
H -0.930 -4.902 0.098
O 0.506 -0.832 -3.484
C 1.584 -0.452 -4.340
C 0.091 -0.011 -6.385
C 1.196 0.329 -5.593
H -0.585 -0.813 -6.065
C -0.110 0.639 -7.613
H 2.258 0.162 -3.724
C 2.092 1.306 -6.043
H -0.971 0.375 -8.236
C 0.775 1.639 -8.044
C 1.880 1.971 -7.251
H 2.977 1.512 -5.440
H 0.605 2.175 -8.986
H 2.568 2.763 -7.565
Si -0.705 -0.076 -2.617
Cl 1.184 -2.373 3.635
C -2.287 -0.737 -3.358
C -0.641 1.778 -2.841
C -0.543 -0.599 -0.851
H -2.313 -0.523 -4.441
H -3.168 -0.274 -2.878
H -2.342 -1.830 -3.210
H -0.268 -1.655 -0.775
H -1.450 -0.407 -0.259
H 0.293 -0.036 -0.412
H -0.592 2.036 -3.912
H 0.230 2.237 -2.350
H -1.545 2.261 -2.440
F 3.802 3.584 6.530
C 2.927 2.800 5.805
C 2.030 3.432 4.945
C 1.137 2.626 4.204
C 1.186 1.278 4.386
C 2.068 0.636 5.203
C 2.980 1.415 5.956
H 2.021 4.520 4.842
H 0.456 3.095 3.503
H 2.094 -0.449 5.256
H 3.701 0.947 6.628
```

The LUMO energy (alpha / beta) comes out at 0.264 / 0.264 eV. The energy above the lowest of the compared OMol25 structures with the same formula, charge and spin comes out at 1.74 kcal/mol. Its spin multiplicity is 5. Its charge is 0. Its expectation value of S² is 6.0041. As for the HOMO-LUMO gap (alpha / beta): 6.94 / 6.92 eV.

***

| no. | total energy (a.u.) |
| --- | --- |
| 1 | -14805.6371 |
| 2 | -3856.4685 |